# 1
# C7H16O2

The molecule C7H16O2 (ωB97M-V/def2-TZVPD, the OMol25 dataset).

```
! RIJCOSX wB97M-V def2-TZVPD def2/J DEFGRID3
* xyz 0 1
C 1.307 0.604 -0.131
H 0.558 1.128 -2.113
C -1.098 0.645 0.146
H 0.258 -0.245 2.378
H 1.176 1.608 0.283
H -3.837 0.828 -1.077
H 1.639 -0.276 -2.078
C 1.445 0.705 -1.644
H -0.722 -1.122 -1.438
C -2.658 -0.152 0.169
H -1.059 1.373 0.951
C 2.569 -0.002 0.469
H 3.456 0.504 0.083
H 2.293 1.340 -1.906
H -3.230 0.203 1.032
C 0.042 -1.018 1.647
O -3.211 0.096 -1.126
H 2.636 -1.060 0.219
H -0.895 -1.500 1.917
H -2.635 -1.243 0.235
C -0.079 -0.432 0.253
H -1.129 1.129 -0.826
H 0.825 -1.772 1.658
O -0.244 -1.460 -0.651
H 2.594 0.118 1.551
*
```

The calculation puts the energy relative to the best compared isomer or geometry (same formula, charge and spin) at 2.0714 eV. The value obtained for the frontier orbital gap is 9.50 eV.

# 2
# C7H16O2

A 3-piece molecular cluster, C7H16O2 overall (ωB97M-V/def2-TZVPD, the OMol25 dataset).

```
! RIJCOSX wB97M-V def2-TZVPD def2/J DEFGRID3
* xyz 0 1
C 0.791 0.241 0.766
C 0.783 1.728 0.855
H -2.130 -0.325 0.954
H -0.250 2.075 0.970
H 0.176 -1.554 1.789
C -1.404 -1.618 -1.022
H 1.225 2.197 -0.022
C 1.136 -0.420 -0.385
C 0.409 -0.510 1.999
H -2.448 -1.722 -1.350
H 1.267 -0.492 2.671
C -1.114 -0.176 -0.699
H 1.446 0.121 -1.264
H 3.502 0.365 0.283
H -0.434 -0.032 2.506
C -1.100 0.777 -1.859
H -0.767 1.768 -1.549
H 1.340 2.044 1.738
H -2.117 0.883 -2.260
H -0.757 -1.987 -1.817
O -1.981 0.339 0.270
H 1.163 -1.496 -0.419
H -0.451 0.419 -2.657
O 2.979 -0.361 0.650
H -1.264 -2.263 -0.150
*
```

The calculation puts the energy relative to the best compared isomer or geometry (same formula, charge and spin) at 5.1418 eV. The value obtained for the frontier orbital gap (spin up / spin down) is 7.13 / 7.27 eV.

# 3
# C7H16O5

A 5-piece molecular cluster, C7H16O5 overall (ωB97M-V/def2-TZVPD, the OMol25 dataset).

```
! RIJCOSX wB97M-V def2-TZVPD def2/J DEFGRID3
* xyz 0 1
H -0.631 -0.422 -3.917
H -0.112 -0.945 4.281
C -0.975 1.138 0.103
H 0.631 0.017 -3.132
H 0.914 2.628 3.139
C 0.705 -0.831 -0.678
C -1.409 -0.171 0.264
H -1.345 2.568 1.698
H 1.061 -1.935 3.861
C -0.586 -1.247 -0.206
O 0.440 1.912 3.486
C -1.868 2.157 0.745
O 0.333 -0.430 -3.955
H -2.136 3.142 0.149
H 1.512 -2.639 -0.961
C 1.011 0.513 -1.013
H -2.780 1.788 1.207
H 0.299 2.503 -0.718
O 0.655 -2.760 -2.962
O 0.831 -0.983 4.034
H 1.924 0.768 -1.500
O 1.686 -1.721 -0.892
H 0.971 1.126 3.496
H 1.553 -2.528 -2.816
H -2.354 -0.455 0.688
C 0.143 1.517 -0.643
H 0.250 -2.507 -3.697
H -0.723 -2.203 -0.062
*
```

The calculation puts the energy relative to the best compared isomer or geometry (same formula, charge and spin) at 0.9288 eV. The value obtained for the frontier orbital gap is 8.70 eV.

# 4
# C7H16O5SSi

The molecule C7H16O5SSi (ωB97M-V/def2-TZVPD, the OMol25 dataset).

```
! RIJCOSX wB97M-V def2-TZVPD def2/J DEFGRID3
* xyz 0 1
O -2.445 1.407 0.960
H 1.844 2.513 -0.259
H 1.080 -1.428 -1.798
H -0.726 0.117 2.205
H -0.426 -1.426 1.218
O 1.572 -3.073 0.134
C 1.840 1.524 0.311
O 3.320 -1.301 -0.370
H -2.958 3.572 1.037
H -0.682 -0.826 -2.179
H 3.523 -3.928 0.168
Si 0.430 0.305 -0.120
O 2.642 -1.619 1.994
S 2.193 -1.487 0.553
H -2.395 3.950 -0.828
C -2.203 3.647 0.217
H 0.727 0.066 -2.501
H 2.031 -5.118 0.692
C -0.798 -0.376 1.185
C -2.272 -0.018 0.885
C -1.784 2.233 0.134
H -2.403 -0.297 -0.214
C 2.482 -4.054 0.584
H 2.806 1.007 0.263
C 0.334 -0.571 -1.742
O -0.961 1.783 -0.683
H -1.374 4.268 0.748
H 1.783 1.785 1.324
H -3.047 -0.522 1.537
H 2.546 -3.772 1.694
*
```

The calculation puts the energy relative to the best compared isomer or geometry (same formula, charge and spin) at 0.0000 eV. The value obtained for the frontier orbital gap is 8.84 eV.

# 5
# C7H16O7V

C7H16O7V as an isolated structure (ωB97M-V/def2-TZVPD, the OMol25 dataset).

```
! RIJCOSX wB97M-V def2-TZVPD def2/J DEFGRID3
* xyz -1 1
H -13.529 16.273 -23.569
H -15.829 16.476 -22.696
H -19.872 17.679 -26.587
H -15.461 13.925 -23.418
O -20.372 15.815 -24.663
H -21.551 17.679 -26.025
H -21.138 16.008 -24.115
H -13.637 13.717 -23.595
H -22.856 15.428 -25.727
H -21.231 17.159 -27.627
O -19.509 17.831 -21.148
C -18.843 17.292 -22.048
C -22.001 14.959 -26.235
C -20.807 17.129 -26.617
C -14.468 14.359 -23.295
O -15.635 16.443 -23.647
V -18.090 16.020 -24.151
H -14.938 14.823 -25.823
H -19.909 15.152 -26.486
H -14.544 16.587 -25.917
H -13.298 15.391 -25.703
H -22.269 14.901 -27.291
O -18.857 17.857 -23.269
C -14.334 15.639 -25.429
O -17.581 16.455 -25.609
H -21.960 13.949 -25.821
H -14.326 14.419 -22.203
O -18.044 14.422 -24.081
O -18.066 16.233 -22.022
C -20.723 15.730 -26.048
C -14.425 15.747 -23.926
*
```

The value obtained for the frontier orbital gap is 7.54 eV.

# 6
# C7H16SSi

The molecule C7H16SSi (ωB97M-V/def2-TZVPD, the OMol25 dataset).

```
! RIJCOSX wB97M-V def2-TZVPD def2/J DEFGRID3
* xyz 0 1
C 2.339 0.499 -1.826
H -3.028 -2.369 0.917
H 2.387 1.568 -1.937
H -0.018 -2.167 -1.024
C -2.179 -1.747 1.120
Si 1.131 -0.060 -0.487
H 1.360 -2.480 0.195
H 1.246 0.438 1.989
S -1.939 -1.016 -0.539
C -0.692 0.272 -0.208
H 2.293 1.681 1.149
H -2.386 2.522 1.332
H 2.102 0.073 -2.907
H -2.725 2.792 -0.450
C -1.001 1.524 0.040
H -3.066 1.167 0.342
H -0.283 2.382 0.027
C 1.894 0.599 1.161
H 2.738 0.070 1.464
H -2.483 -1.118 2.003
C -2.367 2.025 0.302
C 1.054 -1.964 -0.743
H 1.689 -2.354 -1.524
H -1.387 -2.549 1.358
H 3.319 0.211 -1.756
*
```

The calculation puts the energy relative to the best compared isomer or geometry (same formula, charge and spin) at 1.2655 eV. The value obtained for the frontier orbital gap is 9.17 eV.

# 7
# C7H17FO2SiTb

C7H17FO2SiTb as an isolated structure (ωB97M-V/def2-TZVPD, the OMol25 dataset).

```
! RIJCOSX wB97M-V def2-TZVPD def2/J DEFGRID3
* xyz 3 7
C -0.564 -0.933 -1.783
H -0.279 3.053 -0.846
H -0.809 0.701 2.174
H 0.012 0.454 3.715
C 1.370 0.569 2.051
H -2.378 -3.378 -0.057
H -0.116 -0.879 2.611
C 0.024 0.198 2.663
H 2.167 0.175 2.678
H -0.605 -3.144 0.006
H -3.208 -0.234 -0.857
C 0.733 2.818 -0.485
Tb 0.983 4.007 -2.982
H 1.508 1.646 2.032
H 1.452 3.434 -1.054
F 2.938 -0.286 0.453
H 0.288 -1.597 -1.660
O -0.255 0.408 -1.693
C -1.694 -1.451 -0.648
H 1.114 -1.052 0.699
Si 1.099 0.956 -0.817
C -1.515 -2.952 -0.555
H -1.055 -1.122 -2.732
H -1.396 -3.405 -1.535
H 0.755 3.127 0.555
O -2.926 -1.129 -1.103
H -1.461 -0.885 0.261
H 2.226 0.975 -1.783
C 1.594 -0.074 0.690
*
```

The calculation puts the energy relative to the best compared isomer or geometry (same formula, charge and spin) at 2.6892 eV. The value obtained for the frontier orbital gap (spin up / spin down) is 8.02 / 6.03 eV.

# 8
# C7H17N

The molecule C7H17N (ωB97M-V/def2-TZVPD, the OMol25 dataset).

```
! RIJCOSX wB97M-V def2-TZVPD def2/J DEFGRID3
* xyz 0 1
C 0.254 -0.691 -0.477
H -2.876 -1.047 1.631
C 1.792 -0.801 -0.372
H 2.112 -1.571 0.391
H -0.089 -0.109 -1.393
H -2.464 0.355 2.337
H -1.244 1.654 -1.014
H -3.866 0.290 0.950
H 2.259 -0.482 -2.495
H 3.253 0.848 -0.013
C 2.353 0.469 0.153
C 2.276 -1.319 -1.783
H 3.167 -1.828 -1.831
H 1.531 -1.979 -2.158
C -0.490 -0.050 0.676
H 2.453 0.347 1.354
H 1.598 1.257 -0.091
C -2.883 0.025 1.397
H -1.561 2.432 0.751
H -0.175 -1.724 -0.597
C -1.935 1.698 -0.094
H -0.603 -0.890 1.582
H -2.940 1.955 -0.285
H 0.037 0.841 1.080
N -1.960 0.321 0.300
*
```

The calculation puts the energy relative to the best compared isomer or geometry (same formula, charge and spin) at 2.8686 eV. The value obtained for the frontier orbital gap is 9.54 eV.

# 9
# C7H17N

The molecule C7H17N (ωB97M-V/def2-TZVPD, the OMol25 dataset).

```
! RIJCOSX wB97M-V def2-TZVPD def2/J DEFGRID3
* xyz 0 1
H 4.000 -1.049 0.651
H 0.877 0.757 0.775
C -1.578 -0.181 0.193
H -1.030 0.993 -1.586
H -1.176 -0.021 2.330
H 3.342 0.321 -1.371
H -2.251 1.245 1.699
H 2.296 -1.083 1.130
H -2.806 -0.425 1.960
H 0.712 -0.774 -1.342
C -0.840 0.987 -0.510
C -1.975 0.200 1.614
C -2.783 -0.656 -0.623
H 3.157 0.441 1.053
H 2.808 -1.357 -1.389
H 1.066 1.971 -0.443
C 3.051 -0.529 0.570
H -1.270 1.910 -0.104
N 1.290 0.043 -1.191
H -2.616 -0.544 -1.695
C 2.668 -0.394 -0.903
H -3.044 -1.704 -0.462
C 0.659 0.970 -0.279
H -3.692 -0.113 -0.347
H -0.865 -1.008 0.269
*
```

The calculation puts the energy relative to the best compared isomer or geometry (same formula, charge and spin) at 0.6675 eV. The value obtained for the frontier orbital gap is 9.66 eV.

Quick rundown of E, same order as above: -11612.17956, -11609.10912, -17754.22858, -36467.35647, -47541.97397, -26230.13278, -44623.24796, -9022.35641, -9024.55752 eV